Density functional theory data (ωB97M-V with the def2-TZVPD basis set) for a 4-piece molecular cluster, C32H72BrClN4O16P5 overall.

Last column: Löwdin charge in e.
Geometry (Å):
C 6.62 2.53 -1.49  -0.143
C 5.24 1.84 -1.59  -0.279
C 4.70 1.10 -0.35  -0.516
Br 5.97 1.28 1.14  0.910
N 3.21 1.40 0.06  -0.133
N 3.19 1.41 1.50  0.110
C 2.73 0.44 2.09  -0.258
O 2.30 -0.49 2.61  0.282
C 2.78 2.83 -0.25  -0.233
C 3.68 3.87 0.41  -0.101
C 3.36 5.27 -0.15  -0.229
O 3.93 5.68 -1.12  0.097
C 1.37 3.10 0.27  -0.126
C 0.28 2.18 -0.34  -0.512
C -0.95 2.29 0.62  -0.192
C -1.95 1.12 0.54  -0.287
C -3.27 1.52 1.19  -0.556
Cl -3.87 0.18 2.22  0.558
P -0.33 2.82 -1.96  0.795
N -1.72 2.21 -2.40  -0.261
C 0.77 0.71 -0.32  -0.132
C 2.27 0.43 -0.57  -0.217
P 2.52 0.14 -2.41  0.524
N 3.74 -0.80 -2.64  -0.139
O 2.70 1.49 -3.21  -0.146
O 1.22 -0.59 -3.02  -0.120
H 6.78 2.96 -2.48  0.090
H 7.44 1.82 -1.35  0.069
H 6.64 3.37 -0.80  0.057
H 5.40 1.08 -2.36  0.096
H 4.60 2.58 -2.05  0.093
H 4.73 0.03 -0.54  0.073
H 2.78 3.05 -1.32  0.137
H 4.74 3.74 0.21  0.085
H 3.52 3.94 1.49  0.128
H 2.62 5.88 0.40  0.135
H 1.32 3.03 1.36  0.124
H 1.07 4.12 0.04  0.115
H -1.45 3.23 0.38  0.115
H -0.60 2.36 1.65  0.125
H -1.54 0.32 1.17  0.076
H -2.06 0.69 -0.46  0.094
H -3.09 2.33 1.90  0.065
H -4.04 1.83 0.49  0.082
H 0.59 2.55 -2.99  0.002
H -0.45 4.22 -1.82  0.038
H -2.40 2.96 -2.46  -0.008
H 0.56 0.34 0.69  0.112
H 0.11 0.12 -0.96  0.119
H 2.43 -0.60 -0.25  0.144
H 3.48 -1.66 -3.09  0.007
H 2.80 1.28 -4.15  0.122
H 1.26 -1.53 -2.81  0.101
O -4.53 -3.86 -0.63  -0.211
P -4.50 -4.90 0.43  0.543
O -2.91 -5.26 0.61  -0.204
C -2.02 -4.21 0.96  -0.291
C -2.30 -3.64 2.34  -0.079
O -5.00 -6.20 -0.43  -0.234
C -5.97 -6.05 -1.47  -0.282
C -5.32 -6.23 -2.82  -0.075
O -5.02 -5.48 1.83  -0.202
C -5.02 -6.87 2.20  -0.247
C -3.67 -7.37 2.69  -0.069
H -2.06 -3.42 0.20  0.105
H -1.02 -4.64 0.94  0.116
H -3.28 -3.15 2.37  0.063
H -1.54 -2.90 2.61  0.071
H -2.30 -4.43 3.09  0.070
H -6.48 -5.09 -1.40  0.106
H -6.73 -6.83 -1.32  0.117
H -4.47 -5.56 -2.93  0.074
H -6.03 -6.02 -3.63  0.078
H -4.95 -7.24 -2.94  0.076
H -5.41 -7.50 1.41  0.114
H -5.73 -6.94 3.02  0.121
H -2.99 -7.55 1.86  0.075
H -3.80 -8.31 3.22  0.083
H -3.20 -6.64 3.35  0.070
O -5.12 1.62 -5.97  -0.208
P -4.39 1.90 -7.23  0.542
O -3.18 2.92 -6.80  -0.206
C -2.25 2.50 -5.80  -0.294
C -1.42 1.31 -6.27  -0.074
O -5.42 2.95 -7.94  -0.235
C -6.84 2.80 -7.78  -0.283
C -7.38 3.89 -6.87  -0.075
O -3.77 1.40 -8.62  -0.204
C -3.57 2.22 -9.78  -0.250
C -2.32 3.07 -9.72  -0.070
H -2.77 2.26 -4.88  0.084
H -1.60 3.35 -5.60  0.113
H -2.04 0.43 -6.42  0.078
H -0.66 1.07 -5.52  0.059
H -0.93 1.53 -7.22  0.068
H -7.08 1.81 -7.38  0.106
H -7.29 2.87 -8.77  0.117
H -6.83 3.92 -5.93  0.075
H -8.43 3.73 -6.66  0.078
H -7.26 4.86 -7.35  0.076
H -4.45 2.82 -10.01  0.113
H -3.47 1.51 -10.61  0.121
H -2.46 3.94 -9.09  0.075
H -2.08 3.42 -10.72  0.082
H -1.48 2.50 -9.33  0.069
O 4.55 1.39 7.50  -0.213
P 4.06 0.09 8.02  0.542
O 5.27 -0.51 8.93  -0.202
C 5.75 0.26 10.03  -0.269
C 4.70 0.43 11.12  -0.075
O 4.22 -0.84 6.66  -0.228
C 4.01 -0.26 5.39  -0.307
C 5.33 -0.10 4.66  -0.072
O 2.87 -0.81 8.61  -0.200
C 2.74 -2.23 8.46  -0.249
C 3.59 -3.02 9.44  -0.066
H 6.10 1.24 9.68  0.112
H 6.61 -0.27 10.43  0.121
H 3.85 1.01 10.75  0.075
H 5.12 0.94 11.98  0.083
H 4.32 -0.54 11.43  0.070
H 3.50 0.70 5.47  0.105
H 3.35 -0.93 4.83  0.097
H 6.05 0.45 5.28  0.085
H 5.22 0.44 3.71  -0.003
H 5.77 -1.07 4.45  0.085
H 2.92 -2.55 7.44  0.110
H 1.69 -2.44 8.67  0.121
H 4.64 -3.04 9.13  0.077
H 3.24 -4.05 9.47  0.084
H 3.55 -2.59 10.44  0.073

Summary:
HOMO = -11.39 eV
Spin multiplicity = 1
F_max = 6.5 eV Å⁻¹
Total charge = +1
Electronic energy = -7426.1352 a.u.
E_LUMO = -3.693 eV